ORCA calculation (ωB97M-V/def2-TZVPD) on a structure of composition C22H33Cl2O3PdSSi2Te.

Energy relative to the best compared isomer or geometry (same formula, charge and spin), kcal per mole: 0.0
Largest force on an atom, eV/A: 0.791
Net charge: +1
Orbital gap (alpha / beta), eV: 5.40 / 5.39

Last column: natural (NBO) charge in e.
Atoms and positions in Å:
1 Pd -0.927 -0.932 -0.134  0.7452
2 Cl 3.578 1.130 -5.896  0.0207
3 C 2.366 0.948 -4.664  -0.0966
4 C 1.557 2.053 -4.334  -0.1758
5 C 0.595 1.943 -3.374  -0.1361
6 Cl -0.423 3.305 -3.019  0.0111
7 C 0.346 0.721 -2.667  0.4764
8 O -0.585 0.655 -1.799  -0.8182
9 C 1.185 -0.377 -3.026  -0.3256
10 C 1.121 -1.682 -2.424  0.4326
11 O 0.407 -2.099 -1.498  -0.6482
12 C 2.181 -0.237 -4.026  -0.1468
13 H 1.695 2.993 -4.853  0.2492
14 H 1.825 -2.412 -2.853  0.1481
15 H 2.801 -1.090 -4.280  0.2297
16 C -5.026 0.632 -0.439  -0.8236
17 S -3.280 0.582 -0.765  1.3123
18 O -2.589 0.563 0.609  -0.9849
19 C -3.152 -1.152 -1.231  -0.3213
20 C -3.286 -2.102 -0.212  -0.2737
21 C -3.142 -3.453 -0.526  -0.1373
22 C -2.864 -3.834 -1.828  -0.1837
23 C -2.731 -2.877 -2.836  -0.1866
24 C -2.863 -1.536 -2.545  -0.1897
25 H -5.262 -0.045 0.382  0.2447
26 H -5.536 0.333 -1.357  0.2535
27 H -5.284 1.659 -0.184  0.2571
28 H -3.553 -1.778 0.785  0.2541
29 H -3.262 -4.200 0.248  0.2252
30 H -2.745 -4.883 -2.066  0.2344
31 H -2.506 -3.184 -3.848  0.2368
32 H -2.738 -0.781 -3.312  0.2481
33 C 0.562 5.175 1.618  -1.1238
34 Si 1.463 3.606 1.274  1.6516
35 C 2.474 3.699 -0.269  -1.1364
36 C 2.527 3.108 2.707  -1.1362
37 C 0.147 2.240 1.052  -1.1529
38 Te 1.021 0.340 0.866  1.1203
39 C 0.676 -0.455 2.793  -1.1616
40 Si 1.095 -2.311 2.870  1.6505
41 C 1.050 -2.855 4.629  -1.1233
42 C -0.190 -3.179 1.844  -1.0989
43 C 2.764 -2.551 2.113  -1.1384
44 H 1.257 6.018 1.665  0.2557
45 H 0.034 5.121 2.573  0.2473
46 H -0.169 5.385 0.832  0.2506
47 H 3.347 4.343 -0.129  0.2568
48 H 1.881 4.099 -1.092  0.2557
49 H 2.849 2.717 -0.578  0.2374
50 H 3.277 3.883 2.892  0.2603
51 H 3.079 2.179 2.520  0.2292
52 H 1.943 2.986 3.624  0.2429
53 H -0.420 2.373 0.125  0.2934
54 H -0.549 2.164 1.890  0.2643
55 H -0.383 -0.261 2.983  0.2614
56 H 1.278 0.141 3.485  0.2653
57 H 0.069 -2.661 5.071  0.2485
58 H 1.805 -2.343 5.232  0.2521
59 H 1.242 -3.930 4.696  0.2562
60 H -1.109 -3.348 2.411  0.2445
61 H 0.169 -4.136 1.459  0.2596
62 H -0.461 -2.576 0.953  0.1867
63 H 3.485 -1.822 2.497  0.2459
64 H 2.736 -2.464 1.022  0.2428
65 H 3.147 -3.549 2.344  0.2608



ORCA calculation (ωB97M-V/def2-TZVPD) on an isolated molecule of C9H19N3O3.

Energy relative to the best compared isomer or geometry (same formula, charge and spin), kcal per mole: 77.8
Largest force on an atom, eV/A: 4.605
Net charge: 0
Orbital gap, eV: 9.80
SMILES string: C[C@H](NC(=O)[C@@H](N)CCCCN)C(=O)O

Last column: natural (NBO) charge in e.
Atoms and positions in Å:
1 C -3.587 -0.262 3.052  -0.6310
2 C -2.486 -0.259 1.996  -0.1506
3 N -2.690 -0.942 0.715  -0.6738
4 C -1.900 -0.663 -0.500  0.7130
5 O -2.367 -1.132 -1.512  -0.5465
6 C -0.603 0.167 -0.350  -0.1436
7 N 0.199 -0.921 0.246  -0.7730
8 C -0.196 0.731 -1.735  -0.4084
9 C 1.288 1.043 -1.827  -0.3629
10 C 2.171 -0.205 -2.053  -0.4366
11 C 3.549 0.246 -2.622  -0.2228
12 N 4.393 1.402 -1.938  -0.8343
13 C -1.370 -0.871 2.871  0.7518
14 O -1.306 -2.061 2.969  -0.5817
15 O -0.585 -0.043 3.559  -0.6985
16 H -3.979 -1.232 3.267  0.2364
17 H -3.245 0.462 3.858  0.2387
18 H -4.540 0.195 2.623  0.2250
19 H -2.235 0.775 1.627  0.2120
20 H -2.912 -1.964 0.918  0.4109
21 H -0.815 0.991 0.334  0.1794
22 H -0.294 -0.878 1.076  0.3375
23 H 1.089 -0.505 0.594  0.3477
24 H -0.789 1.525 -1.942  0.2112
25 H -0.398 -0.064 -2.484  0.2267
26 H 1.630 1.672 -0.781  0.1633
27 H 1.418 1.694 -2.609  0.2050
28 H 2.313 -0.804 -1.190  0.2052
29 H 1.661 -0.864 -2.702  0.2172
30 H 4.300 -0.617 -2.618  0.1961
31 H 3.494 0.533 -3.727  0.1918
32 H 3.707 2.166 -1.689  0.3441
33 H 4.772 1.120 -1.066  0.3456
34 H 0.311 -0.435 3.639  0.5049



ORCA calculation (ωB97M-V/def2-TZVPD) on an isolated molecule of C7H10.

Energy relative to the best compared isomer or geometry (same formula, charge and spin), kcal per mole: 119.1
Largest force on an atom, eV/A: 2.996
Net charge: 0
Orbital gap (alpha / beta), eV: 7.87 / 8.34

Last column: natural (NBO) charge in e.
Atoms and positions in Å:
1 C -1.910 0.516 -0.028  -0.6242
2 C -1.166 -0.789 -0.172  -0.2359
3 C 0.266 -0.854 -0.798  -0.2636
4 C 1.138 0.398 -0.985  -0.4810
5 C 1.495 0.741 0.450  -0.0981
6 C 0.778 -0.087 1.377  -0.5648
7 C 0.026 -1.089 0.639  0.0353
8 H -2.312 0.845 -0.994  0.2131
9 H -2.750 0.414 0.669  0.2166
10 H -1.252 1.309 0.345  0.2120
11 H -1.781 -1.627 -0.505  0.2218
12 H 0.395 -1.686 -1.491  0.2240
13 H 0.671 1.250 -1.510  0.2158
14 H 2.022 0.132 -1.583  0.2194
15 H 2.431 1.232 0.714  0.1867
16 H 0.471 0.263 2.366  0.2402
17 H 1.469 -0.997 1.584  0.2828



- Which value of net charge does entry 1 give?
  +1



- net charge of number 1 (C22H33Cl2O3PdSSi2Te)?
  +1



Copy entry 1 word for word.
ORCA calculation (ωB97M-V/def2-TZVPD) on a structure of composition C22H33Cl2O3PdSSi2Te.

Energy relative to the best compared isomer or geometry (same formula, charge and spin), kcal per mole: 0.0
Largest force on an atom, eV/A: 0.791
Net charge: +1
Orbital gap (alpha / beta), eV: 5.40 / 5.39

Last column: natural (NBO) charge in e.
Atoms and positions in Å:
1 Pd -0.927 -0.932 -0.134  0.7452
2 Cl 3.578 1.130 -5.896  0.0207
3 C 2.366 0.948 -4.664  -0.0966
4 C 1.557 2.053 -4.334  -0.1758
5 C 0.595 1.943 -3.374  -0.1361
6 Cl -0.423 3.305 -3.019  0.0111
7 C 0.346 0.721 -2.667  0.4764
8 O -0.585 0.655 -1.799  -0.8182
9 C 1.185 -0.377 -3.026  -0.3256
10 C 1.121 -1.682 -2.424  0.4326
11 O 0.407 -2.099 -1.498  -0.6482
12 C 2.181 -0.237 -4.026  -0.1468
13 H 1.695 2.993 -4.853  0.2492
14 H 1.825 -2.412 -2.853  0.1481
15 H 2.801 -1.090 -4.280  0.2297
16 C -5.026 0.632 -0.439  -0.8236
17 S -3.280 0.582 -0.765  1.3123
18 O -2.589 0.563 0.609  -0.9849
19 C -3.152 -1.152 -1.231  -0.3213
20 C -3.286 -2.102 -0.212  -0.2737
21 C -3.142 -3.453 -0.526  -0.1373
22 C -2.864 -3.834 -1.828  -0.1837
23 C -2.731 -2.877 -2.836  -0.1866
24 C -2.863 -1.536 -2.545  -0.1897
25 H -5.262 -0.045 0.382  0.2447
26 H -5.536 0.333 -1.357  0.2535
27 H -5.284 1.659 -0.184  0.2571
28 H -3.553 -1.778 0.785  0.2541
29 H -3.262 -4.200 0.248  0.2252
30 H -2.745 -4.883 -2.066  0.2344
31 H -2.506 -3.184 -3.848  0.2368
32 H -2.738 -0.781 -3.312  0.2481
33 C 0.562 5.175 1.618  -1.1238
34 Si 1.463 3.606 1.274  1.6516
35 C 2.474 3.699 -0.269  -1.1364
36 C 2.527 3.108 2.707  -1.1362
37 C 0.147 2.240 1.052  -1.1529
38 Te 1.021 0.340 0.866  1.1203
39 C 0.676 -0.455 2.793  -1.1616
40 Si 1.095 -2.311 2.870  1.6505
41 C 1.050 -2.855 4.629  -1.1233
42 C -0.190 -3.179 1.844  -1.0989
43 C 2.764 -2.551 2.113  -1.1384
44 H 1.257 6.018 1.665  0.2557
45 H 0.034 5.121 2.573  0.2473
46 H -0.169 5.385 0.832  0.2506
47 H 3.347 4.343 -0.129  0.2568
48 H 1.881 4.099 -1.092  0.2557
49 H 2.849 2.717 -0.578  0.2374
50 H 3.277 3.883 2.892  0.2603
51 H 3.079 2.179 2.520  0.2292
52 H 1.943 2.986 3.624  0.2429
53 H -0.420 2.373 0.125  0.2934
54 H -0.549 2.164 1.890  0.2643
55 H -0.383 -0.261 2.983  0.2614
56 H 1.278 0.141 3.485  0.2653
57 H 0.069 -2.661 5.071  0.2485
58 H 1.805 -2.343 5.232  0.2521
59 H 1.242 -3.930 4.696  0.2562
60 H -1.109 -3.348 2.411  0.2445
61 H 0.169 -4.136 1.459  0.2596
62 H -0.461 -2.576 0.953  0.1867
63 H 3.485 -1.822 2.497  0.2459
64 H 2.736 -2.464 1.022  0.2428
65 H 3.147 -3.549 2.344  0.2608



- Number 1 is which compound?
  C22H33Cl2O3PdSSi2Te